The molecule C17H24O5, computed with ωB97M-V with the def2-TZVPD basis set.

Geometry as XYZ:
```
46
Properties=species:S:1:pos:R:3:nbo_charge:R:1
C -1.25326 1.63371 2.23706 -0.6217
C -0.66896 1.93926 0.86954 -0.0833
H -1.27917 2.66499 0.32187 0.2071
H 0.35269 2.32183 0.96218 0.1980
O -0.60753 0.72693 0.11230 -0.5123
C -1.00206 0.75129 -1.15047 0.8098
O -1.38526 1.72794 -1.73960 -0.5931
C -0.95761 -0.64339 -1.77590 -0.4002
C -2.23434 -1.32230 -1.29303 0.8100
O -2.37550 -1.81649 -0.20763 -0.5951
O -3.16965 -1.27791 -2.23733 -0.4988
C -4.46188 -1.79671 -1.90670 -0.0764
C -5.28836 -0.76982 -1.14727 -0.6352
H -6.29022 -1.15603 -0.98317 0.2168
H -4.82863 -0.56185 -0.18418 0.2213
H -5.34980 0.15479 -1.71599 0.2155
H -4.33575 -2.70454 -1.30776 0.1980
H -4.92034 -2.04166 -2.86650 0.1907
H -1.01406 -0.52402 -2.86034 0.2459
C 0.27390 -1.43569 -1.34034 -0.3978
C 1.56991 -0.75991 -1.78427 -0.4324
C 2.76728 -1.34377 -1.02855 -0.0573
O 2.63282 -1.21111 0.36722 -0.5183
C 2.69813 0.02626 0.94309 0.3772
C 3.19223 1.16892 0.32830 -0.3135
C 3.24208 2.36809 1.02190 -0.2071
C 2.80437 2.43730 2.32979 -0.2476
C 2.31420 1.29565 2.94529 -0.1938
C 2.24901 0.08934 2.27237 -0.0847
C 1.70252 -1.14632 2.91615 -0.6291
H 1.45368 -0.96424 3.95861 0.2114
H 0.80806 -1.47671 2.38858 0.2278
H 2.43002 -1.95374 2.85703 0.2265
H 1.97159 1.34580 3.96911 0.2104
H 2.84259 3.37132 2.86975 0.2141
H 3.62729 3.24826 0.52834 0.2148
H 3.55034 1.14132 -0.68931 0.2150
H 3.70449 -0.89580 -1.38291 0.1752
H 2.81971 -2.42393 -1.19265 0.1946
H 1.72616 -0.89120 -2.85620 0.2122
H 1.50697 0.31029 -1.57934 0.2102
H 0.26190 -1.51769 -0.25292 0.2429
H 0.21902 -2.44385 -1.75631 0.2096
H -0.63048 0.90559 2.74784 0.2143
H -2.25651 1.22733 2.13718 0.2135
H -1.29373 2.54511 2.82634 0.2149
```

Summary:
Structure (SMILES) ... CCOC(=O)C(CCCOc1ccccc1C)C(=O)OCC
ΔE to the lowest compared entry with this formula, charge and spin ... 3.2 kcal per mole
E_HOMO ... -8.5 eV
Charge ... 0
HOMO-LUMO gap ... 9.354 eV